## w
The following is a DFT calculation (wB97M-V/def2-TZVPD) of C4H12N2O in the gas phase.

Structure (XYZ):
```
19
Properties=species:S:1:pos:R:3
H -1.61 -1.39 0.30
H 0.25 -0.47 2.11
H -1.37 1.11 0.09
H -2.28 -1.54 1.82
C 0.29 0.37 -1.91
N -1.44 -1.37 1.29
O 0.38 -0.82 -2.70
H -0.76 0.66 -2.03
H 2.17 0.16 0.83
C -0.72 -0.14 1.72
H -1.32 0.29 2.52
C -0.43 0.79 0.53
H 0.01 1.70 0.93
C 0.57 0.11 -0.42
N 1.96 0.45 -0.12
H 0.87 -1.50 -2.24
H 2.05 1.47 -0.04
H 0.39 -0.96 -0.35
H 1.00 1.07 -2.34
```

The value obtained for the HOMO energy is -9.187 eV. Its charge is 0. As for the spin multiplicity: 1. The LUMO energy is 1.0 eV. As for the SMILES: NCC[C@H](N)CO.

Atomic partial charges in e from the Mulliken method, atoms 1 to 4:
1. H 0.167
2. H 0.180
3. H 0.310
4. H 0.240



## x
The following is a DFT calculation (wB97M-V/def2-TZVPD) of 2 unconnected molecules or ions with the total composition C4H12N2O.

Structure (XYZ):
```
19
Properties=species:S:1:pos:R:3
H -1.06 -2.16 -1.24
C -0.11 -0.74 1.02
H -0.87 0.04 1.15
N 1.92 -0.15 -2.15
H -1.60 -2.29 0.87
N -0.77 -1.20 -1.36
H 0.67 -0.53 1.73
H -1.17 4.06 1.14
O -1.35 4.46 2.00
H -1.43 5.41 1.88
H -0.02 -2.89 1.27
H 2.19 -0.16 -0.05
C -0.71 -2.09 1.47
H 1.16 0.28 -2.68
C 1.45 -0.40 -0.80
H -0.96 -2.14 2.52
C 0.20 -0.74 -0.45
H -0.37 -1.10 -2.28
H 2.13 -1.05 -2.57
```

The value obtained for the HOMO energy is -8.172 eV. Its charge is 0. As for the spin multiplicity: 1. The LUMO energy is 0.8 eV. As for the SMILES: CC/C(N)=C/N.O.

Atomic partial charges in e from the Mulliken method, atoms 1 to 4:
1. H 0.207
2. C -0.345
3. H 0.281
4. N -0.717



Name the most stable of them. w.



## w
The following is a DFT calculation (wB97M-V/def2-TZVPD) of C4H12N2O in the gas phase.

Structure (XYZ):
```
19
Properties=species:S:1:pos:R:3
C 0.46 1.15 0.10
H 1.03 -1.30 -0.08
N -1.67 0.53 -0.79
H -0.22 -1.41 -1.25
H -0.65 -3.22 0.18
H -1.55 -2.20 1.05
O 1.08 0.92 -1.19
H 1.08 1.67 2.13
H 1.91 1.41 -1.24
C 1.44 1.16 1.23
C -0.65 0.07 0.18
N -0.62 -2.35 0.68
H 2.39 1.70 1.11
H 1.79 0.17 1.53
H -2.39 -0.18 -0.91
H -1.21 0.62 -1.69
C -0.06 -1.32 -0.17
H -0.03 2.12 -0.05
H -1.18 0.11 1.13
```

The value obtained for the HOMO energy is -8.940 eV. Its charge is 0. As for the spin multiplicity: 1. The LUMO energy is 0.9 eV. As for the SMILES: C[C@@H](O)[C@@H](N)CN.

Atomic partial charges in e from the Mulliken method, atoms 1 to 4:
1. C -0.151
2. H 0.230
3. N -0.796
4. H 0.287



## x
The following is a DFT calculation (wB97M-V/def2-TZVPD) of 2 unconnected molecules or ions with the total composition C4H12N2O.

Structure (XYZ):
```
19
Properties=species:S:1:pos:R:3
H -0.11 1.34 -2.01
H 2.21 0.50 1.08
C -0.27 1.04 -0.95
C -0.08 -0.15 -0.34
C 0.70 -0.64 2.04
O -2.40 0.83 -3.33
H 1.43 -0.85 -1.53
H -0.90 0.61 1.44
H 1.34 1.23 2.10
C -0.46 -0.34 1.12
H 0.29 -0.60 3.06
H -2.23 0.81 -2.38
H 1.03 -1.70 2.05
H -1.29 -1.04 1.17
N 0.62 -1.16 -0.98
H -0.35 1.96 -0.39
H 0.78 -2.09 -0.61
N 1.81 0.33 2.01
H -2.10 -0.07 -3.54
```

The value obtained for the HOMO energy is -8.595 eV. Its charge is 0. As for the spin multiplicity: 1. The LUMO energy is 0.7 eV. As for the SMILES: C=C(N)CCN.O.

Atomic partial charges in e from the Mulliken method, atoms 1 to 4:
1. H 0.437
2. H 0.274
3. C -1.478
4. C 0.990



Name the most stable of them. w.



## w
The following is a DFT calculation (wB97M-V/def2-TZVPD) of C4H12N2O in the gas phase.

Structure (XYZ):
```
19
Properties=species:S:1:pos:R:3
H 0.66 -1.81 0.11
H -1.84 0.21 -1.37
H 0.26 -0.74 -1.95
H 0.22 0.71 1.43
H 1.42 -1.64 2.11
H 1.25 1.66 -0.81
N 0.75 -0.99 2.53
C -0.07 -0.33 1.51
N 1.49 0.68 -0.93
H 0.16 -1.58 3.11
O -0.75 1.65 -2.43
H -1.11 -0.31 1.86
C -0.06 -1.00 0.12
H -1.47 2.30 -2.47
C 0.24 -0.08 -1.08
C -0.95 0.85 -1.28
H -1.04 -1.46 -0.04
H 1.92 0.42 -0.05
H -1.09 1.45 -0.38
```

The value obtained for the HOMO energy is -9.202 eV. Its charge is 0. As for the spin multiplicity: 1. The LUMO energy is 0.8 eV. As for the SMILES: NCC[C@H](N)CO.

Atomic partial charges in e from the Mulliken method, atoms 1 to 4:
1. H 0.428
2. H 0.361
3. H 0.301
4. H 0.354



## x
The following is a DFT calculation (wB97M-V/def2-TZVPD) of C4H12N2O in the gas phase.

Structure (XYZ):
```
19
Properties=species:S:1:pos:R:3
H 0.53 -1.81 -0.57
H 1.96 -0.39 -1.90
H -0.51 0.48 2.02
H -0.35 1.91 1.23
C 2.09 -0.33 -0.82
H -3.53 0.01 -0.04
H -1.80 -1.29 0.55
H 1.13 -1.14 0.97
N -2.69 0.51 -0.33
H 3.00 -0.88 -0.57
C 0.91 -0.90 -0.08
O 2.38 1.06 -0.52
H 0.07 0.94 -0.72
C -0.24 0.19 0.03
H -2.57 1.22 0.38
C -1.59 -0.46 -0.19
H -1.43 -1.09 -1.08
H 2.67 1.00 0.39
N -0.02 0.95 1.27
```

The value obtained for the HOMO energy is -9.249 eV. Its charge is 0. As for the spin multiplicity: 1. The LUMO energy is 1.0 eV. As for the SMILES: NC[C@@H](N)CCO.

Atomic partial charges in e from the Mulliken method, atoms 1 to 4:
1. H 0.357
2. H 0.316
3. H 0.261
4. H 0.242



## y
The following is a DFT calculation (wB97M-V/def2-TZVPD) of a molecular structure, C4H12N2O.

Structure (XYZ):
```
19
Properties=species:S:1:pos:R:3
C -2.13 -1.91 0.74
H 2.75 1.38 -1.76
H -0.78 0.59 -1.04
C 0.27 -0.52 1.12
H 0.43 0.33 -0.13
N -1.65 -0.08 -0.87
H 0.43 1.66 -1.97
H 2.55 0.36 -0.47
C 0.82 1.28 -1.01
C -1.46 -0.77 0.09
H -0.26 -0.56 2.07
H -1.48 -2.79 0.73
H -2.35 -1.68 1.78
H 1.07 0.16 1.39
H 1.27 3.12 -0.44
H 0.66 -1.52 0.92
N 2.12 0.73 -1.30
H -3.06 -2.14 0.22
O 0.80 2.36 -0.07
```

The value obtained for the HOMO energy is -8.847 eV. Its charge is 0. As for the spin multiplicity: 1. The LUMO energy is 0.9 eV.

Atomic partial charges in e from the Mulliken method, atoms 1 to 4:
1. C -1.121
2. H 0.222
3. H 0.421
4. C -1.439



## z
The following is a DFT calculation (wB97M-V/def2-TZVPD) of C4H12N2O in the gas phase.

Structure (XYZ):
```
19
Properties=species:S:1:pos:R:3
H -1.17 -2.07 -2.07
C 0.29 1.00 0.08
H -0.74 2.00 -1.45
H 1.22 -1.66 1.85
H -1.30 -1.40 -0.68
H 2.26 -0.35 1.45
H 0.41 1.98 0.60
H 0.31 0.05 -2.46
N 0.13 -0.15 1.06
N -0.59 -1.58 -1.40
C -0.81 0.96 -0.96
H 1.27 0.77 -0.32
C -0.66 -0.12 -1.98
C 1.22 -0.57 1.83
O 1.08 -0.12 3.21
H -0.83 -0.20 1.32
H -1.82 0.91 -0.43
H 1.22 0.83 3.04
H -1.49 -0.27 -2.70
```

The value obtained for the HOMO energy is -8.478 eV. Its charge is 0. As for the spin multiplicity: 1. The LUMO energy is 0.9 eV. As for the SMILES: NCCCNCO.

Atomic partial charges in e from the Mulliken method, atoms 1 to 4:
1. H 0.283
2. C -0.560
3. H 0.249
4. H 0.326



Name the most stable of them. w.



## w
The following is a DFT calculation (wB97M-V/def2-TZVPD) of C4H12N2O in the gas phase.

Structure (XYZ):
```
19
Properties=species:S:1:pos:R:3
H 0.57 -0.66 2.30
H 1.67 -0.74 1.00
H 2.45 0.86 -1.72
H 1.48 1.37 -0.34
H -1.62 1.67 0.48
H -0.97 1.27 1.93
H 0.86 1.64 -1.96
C -0.60 -0.45 -0.94
H -1.19 0.25 -1.55
H -2.77 -0.26 0.98
N -0.83 1.20 0.92
C 0.63 -0.95 1.25
N 0.81 -0.38 -1.32
H 1.42 -1.19 -1.25
O -2.00 -0.85 0.97
C 1.43 0.93 -1.34
C -0.81 -0.20 0.57
H -0.96 -1.46 -1.18
H 0.44 -2.02 1.19
```

The value obtained for the HOMO energy is -7.986 eV. Its charge is 0. As for the spin multiplicity: 1. The LUMO energy is 0.8 eV. As for the SMILES: CNC[C@@](C)(N)O.

Atomic partial charges in e from the Mulliken method, atoms 1 to 4:
1. H 0.405
2. H 0.339
3. H 0.333
4. H 0.295



## x
The following is a DFT calculation (wB97M-V/def2-TZVPD) of C4H12N2O in the gas phase.

Structure (XYZ):
```
19
Properties=species:S:1:pos:R:3
O 1.37 -1.55 -1.40
H -0.87 -0.77 -0.09
N -2.47 1.04 0.16
H 2.44 -0.13 -1.88
H 0.55 0.13 -2.30
H -0.43 -0.64 2.47
C -0.15 -0.02 0.48
C 1.08 0.48 -0.21
C 1.24 -0.18 -1.54
H -2.44 1.63 -0.70
H 0.49 -2.12 -1.88
H -0.90 2.23 0.68
H 0.35 -1.79 1.63
H 1.18 1.63 -0.03
H 1.85 0.12 0.45
N 0.29 -0.70 1.75
H -1.39 1.14 1.96
H -2.73 0.07 0.05
C -1.14 1.14 0.86
```

The value obtained for the HOMO energy is -8.972 eV. Its charge is 0. As for the spin multiplicity: 1. The LUMO energy is 0.6 eV. As for the SMILES: NC[C@H](N)CCO.

Atomic partial charges in e from the Mulliken method, atoms 1 to 4:
1. O -0.519
2. H 0.038
3. N -0.605
4. H 0.228



## y
The following is a DFT calculation (wB97M-V/def2-TZVPD) of C4H12N2O in the gas phase.

Structure (XYZ):
```
19
Properties=species:S:1:pos:R:3
C -0.68 -0.19 0.84
N 1.56 -1.74 -0.56
H -0.91 -1.00 0.15
C 0.73 -0.37 1.32
H 2.08 -2.51 -0.17
H 1.76 -1.64 -1.55
N -0.90 1.13 0.27
O -1.82 0.78 -1.94
H -1.36 -0.30 1.69
H -2.32 2.32 -0.66
H -2.86 0.73 -0.22
H 0.86 -1.30 1.88
C 1.75 -0.48 0.16
H -0.06 1.55 -0.11
H -1.19 1.32 -2.42
H 1.52 0.30 -0.56
H 2.77 -0.31 0.49
H 1.08 0.42 1.98
C -2.01 1.27 -0.62
```

The value obtained for the HOMO energy is -8.837 eV. Its charge is 0. As for the spin multiplicity: 1. The LUMO energy is 0.9 eV. As for the SMILES: NCCCNCO.

Atomic partial charges in e from the Mulliken method, atoms 1 to 4:
1. C -0.434
2. N -0.506
3. H 0.362
4. C -0.822



Name the most stable of them. y.